Entry 1:
Formula: C31H69NO3PS3
Source: the Open Molecules 2025 dataset
Level of theory: the ωB97M-V functional and the def2-TZVPD basis

Kohn-Sham gap	5.7329	eV
LUMO level	2.273	eV
charge	-1
HOMO energy	-0.12717	Ha
largest force on an atom	0.47	eV Å⁻¹

Cartesian coordinates (Å):
C  5.171  3.269  -1.980
C  5.802  2.924  -3.347
C  5.084  1.797  -4.092
C  5.157  0.437  -3.372
C  3.883  0.065  -2.599
C  4.137  -0.808  -1.369
C  4.842  -0.074  -0.226
C  3.935  0.804  0.671
N  2.530  0.380  0.691
C  2.051  -0.125  1.983
C  1.077  -1.283  1.791
C  1.806  -2.608  1.530
C  1.046  -3.508  0.550
C  1.479  -4.980  0.595
C  1.536  -5.675  -0.771
C  0.285  -5.452  -1.626
C  -1.004  -5.778  -0.866
C  1.658  1.371  0.142
S  0.702  1.032  -1.117
S  1.665  2.952  0.969
C  2.362  4.110  -0.251
C  1.709  4.333  -1.614
C  0.704  5.486  -1.661
P  -0.825  5.346  -0.502
C  -2.250  5.187  0.790
C  -1.788  4.428  2.036
C  -2.080  5.312  -2.010
S  -2.386  3.726  -2.846
C  -3.027  2.667  -1.536
C  -4.516  2.861  -1.237
H  5.084  4.351  -1.857
H  4.160  2.867  -1.887
H  5.775  2.907  -1.146
H  5.790  3.817  -3.976
H  6.842  2.616  -3.200
H  4.037  2.068  -4.260
H  5.551  1.700  -5.078
H  5.352  -0.350  -4.106
H  6.018  0.447  -2.693
H  3.334  0.966  -2.313
H  3.228  -0.496  -3.273
H  4.770  -1.649  -1.681
H  3.192  -1.230  -1.024
H  5.390  -0.795  0.388
H  5.593  0.590  -0.668
H  4.327  0.774  1.692
H  4.006  1.850  0.362
H  1.602  0.671  2.596
H  2.924  -0.487  2.533
H  0.463  -1.065  0.911
H  0.393  -1.354  2.642
H  1.991  -3.150  2.463
H  2.772  -2.354  1.079
H  1.183  -3.098  -0.457
H  -0.024  -3.420  0.773
H  0.804  -5.539  1.251
H  2.471  -5.032  1.056
H  1.640  -6.754  -0.603
H  2.431  -5.350  -1.311
H  0.274  -4.404  -1.940
H  0.363  -6.043  -2.542
H  -0.820  -6.461  -0.031
H  -1.443  -4.874  -0.442
H  -1.763  -6.247  -1.495
H  2.329  5.050  0.308
H  3.417  3.845  -0.368
H  1.250  3.420  -2.005
H  2.541  4.572  -2.294
H  1.218  6.425  -1.404
H  0.380  5.589  -2.703
H  -0.694  3.887  -0.530
H  0.118  5.450  0.653
H  -0.958  6.829  -0.520
H  -2.581  6.198  1.060
H  -3.122  4.666  0.378
H  -1.175  5.054  2.688
H  -1.198  3.555  1.731
H  -2.642  4.057  2.617
H  -3.043  5.722  -1.678
H  -1.733  5.952  -2.826
H  -2.837  1.646  -1.877
H  -2.434  2.799  -0.632
H  -4.802  3.911  -1.318
H  -4.750  2.512  -0.226
H  -5.136  2.282  -1.926
C  -3.095  -0.946  4.035
O  -3.937  -1.734  3.224
C  -3.303  -2.098  2.012
C  -4.068  -3.194  1.306
O  -3.838  -4.492  1.840
C  -4.518  -4.819  3.039
C  -5.976  -5.169  2.840
O  -6.764  -3.999  2.729
C  -8.059  -4.274  2.253
H  -2.790  -0.027  3.523
H  -3.655  -0.681  4.930
H  -2.195  -1.501  4.327
H  -2.280  -2.446  2.212
H  -3.244  -1.223  1.351
H  -3.693  -3.240  0.281
H  -5.135  -2.963  1.270
H  -4.417  -4.026  3.784
H  -4.015  -5.712  3.416
H  -6.324  -5.762  3.699
H  -6.078  -5.780  1.933
H  -8.029  -4.701  1.244
H  -8.603  -3.332  2.222
H  -8.590  -4.970  2.914

Atoms 1-2, force components in eV/Å:
C 0.173 0.105 -0.245
C -0.354 -0.088 0.202

Löwdin population analysis, charges in e, atoms 1 to 6:
1 C -0.1097
2 C -0.2464
3 C -0.2208
4 C -0.2041
5 C -0.2198
6 C -0.2110



Entry 2:
Formula: C31H71N10O13
Source: the Open Molecules 2025 dataset
Level of theory: the ωB97M-V functional and the def2-TZVPD basis

Kohn-Sham gap	8.3848	eV
LUMO level	1.476	eV
charge	-1
HOMO energy	-0.25389	Ha
largest force on an atom	4.68	eV Å⁻¹

Cartesian coordinates (Å):
O  18.797  -8.949  30.276
C  19.850  -9.277  30.967
O  20.901  -9.638  30.402
O  19.626  -9.148  32.181
H  18.425  -8.695  31.124
C  23.710  -13.778  32.763
C  24.849  -12.818  32.460
O  26.016  -13.170  32.618
N  24.595  -11.567  32.029
C  23.405  -10.846  31.861
H  22.928  -13.470  32.069
H  23.340  -13.664  33.782
H  24.045  -14.769  32.456
H  25.430  -11.000  31.998
H  23.049  -10.267  32.713
H  22.512  -11.422  31.617
H  23.593  -10.270  30.955
C  18.337  -12.360  29.804
C  19.579  -13.050  29.200
O  19.396  -13.999  28.415
N  20.744  -12.606  29.603
C  22.010  -13.225  29.309
H  18.089  -11.480  29.211
H  18.562  -11.918  30.774
H  17.532  -13.095  29.826
H  20.787  -11.710  30.066
H  22.181  -14.068  29.977
H  22.834  -12.559  29.567
H  22.201  -13.555  28.288
C  14.958  -5.045  27.327
C  15.707  -6.266  26.767
O  15.955  -6.414  25.573
N  16.062  -7.136  27.687
C  16.942  -8.232  27.384
H  14.471  -4.462  26.546
H  15.443  -4.301  27.959
H  14.157  -5.450  27.945
H  15.875  -6.869  28.643
H  16.602  -9.079  26.789
H  17.253  -8.805  28.258
H  17.864  -7.882  26.920
C  14.778  -5.494  32.380
C  15.760  -5.916  31.349
O  15.391  -6.551  30.333
N  16.978  -5.440  31.610
C  18.037  -5.420  30.635
H  14.594  -4.428  32.507
H  15.138  -5.865  33.340
H  13.790  -5.883  32.136
H  17.037  -4.902  32.462
H  18.517  -6.397  30.595
H  18.811  -4.742  30.995
H  17.681  -5.046  29.675
C  25.607  -7.468  34.970
C  24.801  -7.659  33.763
O  25.278  -8.356  32.846
N  23.593  -7.170  33.787
C  22.689  -7.082  32.625
H  25.012  -7.891  35.779
H  25.494  -6.415  35.230
H  26.653  -7.775  34.983
H  23.292  -6.639  34.592
H  22.845  -6.060  32.281
H  21.667  -7.424  32.787
H  23.046  -7.700  31.801
C  21.157  -6.736  28.236
C  20.936  -7.789  27.245
O  20.899  -7.411  26.058
N  20.888  -9.059  27.645
C  20.546  -10.180  26.774
H  20.532  -6.959  29.101
H  20.903  -5.782  27.772
H  22.213  -6.787  28.503
H  20.826  -9.252  28.635
H  19.484  -10.381  26.638
H  20.919  -11.103  27.217
H  21.010  -9.999  25.804
C  22.058  -9.796  35.352
C  21.554  -11.177  34.984
O  22.001  -12.145  35.565
N  20.574  -11.258  34.058
C  19.806  -12.456  33.643
H  21.547  -9.003  34.806
H  23.087  -9.753  34.996
H  22.030  -9.556  36.415
H  20.404  -10.416  33.527
H  19.550  -13.054  34.518
H  20.275  -13.161  32.957
H  18.891  -12.148  33.136
C  18.355  -9.493  35.735
C  18.679  -8.018  35.612
O  18.533  -7.328  36.628
N  19.098  -7.532  34.447
C  19.542  -6.134  34.223
H  18.157  -9.909  34.747
H  17.428  -9.579  36.301
H  19.207  -9.950  36.238
H  19.253  -8.103  33.629
H  19.131  -5.689  33.316
H  20.581  -5.805  34.247
H  19.183  -5.421  34.965
C  25.108  -7.251  25.243
C  24.575  -8.602  25.737
O  24.025  -9.395  24.897
N  24.565  -8.674  27.092
C  23.939  -9.748  27.879
H  24.974  -6.518  26.039
H  24.557  -6.864  24.386
H  26.138  -7.248  24.885
H  25.025  -7.916  27.575
H  23.169  -9.381  28.557
H  24.684  -10.151  28.565
H  23.571  -10.577  27.273
C  14.035  -10.021  28.712
C  14.763  -10.484  29.991
O  14.823  -11.676  30.213
N  15.283  -9.549  30.754
C  15.992  -9.737  32.024
H  14.488  -10.531  27.862
H  14.128  -8.940  28.608
H  12.960  -10.197  28.756
H  15.223  -8.585  30.460
H  16.468  -10.715  32.099
H  15.260  -9.647  32.826
H  16.758  -9.005  32.281

Atoms 1-2, force components in eV/Å:
O -1.557 0.708 -2.095
C 3.760 -1.295 -0.783

Löwdin population analysis, charges in e, atoms 1 to 6:
1 O 0.1024
2 C -0.8319
3 O -0.0114
4 O -0.0520
5 H 0.0593
6 C 0.0167